# 1
DFT (wB97M-V/def2-TZVPD) results for 13 unconnected molecules or ions with the total composition C102H214N12O12.

Positions of all 340 atoms, in Å:
C: 4.2055 1.7911 -1.4862
O: 4.7252 1.0933 -2.6641
C: 5.8437 1.6575 -3.2426
C: 5.7213 1.3524 -4.7813
O: 5.2126 2.4082 -5.5689
C: 3.7972 2.2327 -5.7891
H: 4.4993 2.8509 -1.6078
H: 4.4888 1.4090 -0.5025
H: 3.1008 1.6897 -1.5237
H: 6.7668 1.2418 -2.7930
H: 5.8811 2.7590 -3.2093
H: 5.0624 0.5022 -4.8889
H: 6.7015 1.0615 -5.1857
H: 3.4039 3.0085 -6.4090
H: 3.1728 2.2287 -4.8814
H: 3.6445 1.2664 -6.2581
C: -5.1232 -1.4432 -5.3569
C: -5.2313 -2.4088 -4.1239
C: -4.9270 -3.8285 -4.6777
C: -4.8726 -4.8746 -3.5656
C: -3.6489 -4.5442 -2.7518
C: -3.7746 -3.1718 -2.1001
N: -4.2028 -2.1364 -3.1029
O: -4.3397 -0.8562 -2.5739
C: -4.8095 -3.2930 -0.9524
C: -2.4838 -2.6387 -1.4788
C: -6.6854 -2.2646 -3.6245
H: -5.4372 -0.4133 -5.1462
H: -5.8574 -1.7200 -6.1389
H: -4.0780 -1.4641 -5.7606
H: -5.6638 -4.1252 -5.3776
H: -3.9540 -3.7509 -5.1365
H: -4.7884 -5.8815 -4.0107
H: -5.8374 -4.8587 -3.0434
H: -2.7693 -4.5800 -3.4220
H: -3.4352 -5.2354 -1.9598
H: -4.4593 -3.8930 -0.1244
H: -5.1595 -2.3215 -0.5692
H: -5.6663 -3.7972 -1.3764
H: -1.6625 -2.5393 -2.2052
H: -2.5855 -1.7141 -0.8454
H: -2.1396 -3.4278 -0.8289
H: -7.3785 -2.5302 -4.4309
H: -6.9562 -1.2984 -3.2181
H: -6.9638 -2.9415 -2.8027
H: -5.2249 -0.7879 -2.1856
C: -0.1647 4.6121 -7.6522
C: -0.3372 3.8033 -6.3831
C: -1.7245 4.2065 -5.7770
C: -2.2310 3.2338 -4.7265
C: -2.3184 1.8623 -5.3605
C: -0.9864 1.3591 -5.9868
N: -0.3479 2.3776 -6.7668
O: 0.9878 2.0467 -7.2061
C: -0.1068 0.9270 -4.6926
C: -1.2331 0.1576 -6.8276
C: 0.7256 4.1910 -5.3277
H: -1.0105 4.2928 -8.2922
H: 0.7509 4.5171 -8.1994
H: -0.3746 5.6452 -7.4136
H: -1.6550 5.2166 -5.3558
H: -2.4788 4.2592 -6.6100
H: -3.2715 3.5510 -4.4068
H: -1.5413 3.2189 -3.8541
H: -3.0649 1.8462 -6.1479
H: -2.6844 1.1692 -4.5770
H: -0.2608 -0.1180 -4.5317
H: 0.9382 1.1118 -4.8872
H: -0.4646 1.4360 -3.7865
H: -0.2875 -0.3808 -7.0050
H: -1.8562 -0.5810 -6.3162
H: -1.6321 0.4398 -7.7840
H: 0.5960 5.2629 -5.0940
H: 1.7294 4.0108 -5.6991
H: 0.5887 3.7226 -4.3581
H: 0.8018 1.6928 -8.1035
C: 2.9870 -5.6896 0.8934
C: 2.1329 -5.3864 2.1342
C: 0.6352 -5.2709 1.7530
C: -0.2407 -5.2847 2.9599
C: -0.0780 -6.5591 3.7515
C: 1.3368 -6.6587 4.2664
N: 2.3087 -6.5113 3.1083
O: 3.6385 -6.7280 3.4089
C: 1.6087 -5.6011 5.3681
C: 1.6085 -8.0789 4.7985
C: 2.6286 -3.9705 2.6402
H: 4.0162 -5.7960 1.1222
H: 2.9334 -4.9196 0.1236
H: 2.5253 -6.5384 0.3574
H: 0.3742 -4.4115 1.1291
H: 0.3487 -6.0970 1.1218
H: -1.2828 -5.1456 2.6276
H: -0.0454 -4.3681 3.6211
H: -0.2845 -7.4831 3.1887
H: -0.7744 -6.6184 4.5840
H: 1.5181 -4.6046 4.9731
H: 1.0147 -5.7225 6.2763
H: 2.6531 -5.6375 5.7668
H: 2.5609 -8.0205 5.3404
H: 0.8476 -8.2530 5.5554
H: 1.6479 -8.9092 4.0936
H: 3.5905 -3.9703 3.1796
H: 1.9648 -3.5182 3.3715
H: 2.7769 -3.3495 1.7478
H: 4.0429 -5.8529 3.5535
C: -5.2711 2.2223 -2.8116
C: -6.3780 2.2279 -1.7196
C: -7.7042 2.4519 -2.4407
C: -8.9265 2.2899 -1.5820
C: -8.9124 0.8305 -1.0736
C: -7.6921 0.5499 -0.2449
N: -6.4559 0.8649 -1.1288
O: -5.2964 0.7078 -0.2388
C: -7.7371 1.2401 1.1773
C: -7.6415 -0.9489 0.0258
C: -6.0976 3.3604 -0.7002
H: -5.0916 3.2420 -3.1070
H: -5.5617 1.5903 -3.6533
H: -4.2385 1.9124 -2.5208
H: -7.6773 3.4482 -2.8661
H: -7.7630 1.7335 -3.2635
H: -9.8803 2.5092 -2.0433
H: -8.8645 2.8932 -0.6717
H: -9.0453 0.0593 -1.7731
H: -9.7529 0.6806 -0.3781
H: -6.7698 1.3109 1.6367
H: -8.1715 2.2350 1.0960
H: -8.4166 0.7368 1.8315
H: -8.5371 -1.2408 0.6059
H: -7.6062 -1.5941 -0.8627
H: -6.7756 -1.2358 0.5883
H: -5.0974 3.2915 -0.3198
H: -6.8128 3.4150 0.0637
H: -6.1503 4.2484 -1.3169
H: -4.6056 0.3667 -0.7790
C: 6.8533 -4.0013 -3.4554
C: 6.4435 -2.7662 -4.3171
C: 6.4303 -3.1782 -5.7774
C: 5.1835 -4.0218 -6.1994
C: 3.9614 -3.2065 -5.8294
C: 3.8857 -2.8365 -4.3629
N: 5.1466 -2.1488 -4.0050
O: 5.1682 -1.7651 -2.6197
C: 2.7190 -1.7606 -4.3581
C: 3.4797 -3.9945 -3.4775
C: 7.5707 -1.6925 -4.2049
H: 6.8822 -3.7803 -2.3886
H: 7.8997 -4.3170 -3.6129
H: 6.2668 -4.9144 -3.6337
H: 6.4305 -2.2903 -6.4246
H: 7.3880 -3.6827 -6.0320
H: 5.1420 -4.9595 -5.6159
H: 5.2336 -4.2511 -7.2698
H: 3.0645 -3.8252 -5.9897
H: 3.9716 -2.2602 -6.4361
H: 2.9666 -0.8815 -4.9245
H: 1.8496 -2.2207 -4.8767
H: 2.3396 -1.4851 -3.3752
H: 2.4245 -4.2820 -3.5445
H: 4.0158 -4.8828 -3.7882
H: 3.7853 -3.8081 -2.4475
H: 7.2003 -0.7780 -4.7001
H: 8.4563 -2.0014 -4.7592
H: 7.8991 -1.5350 -3.1485
H: 4.9030 -0.8562 -2.6323
C: -3.4632 -3.0325 3.3966
C: -4.8057 -2.3661 3.5763
C: -5.9099 -3.2753 2.9082
C: -7.3268 -2.8572 3.2809
C: -7.4911 -2.8482 4.8160
C: -6.5109 -2.0011 5.5531
N: -5.1921 -2.4145 5.0296
O: -4.1183 -1.7074 5.7422
C: -6.9191 -0.4876 5.2826
C: -6.5522 -2.2606 7.0439
C: -4.7198 -1.0180 2.8261
H: -3.4649 -4.0176 3.8633
H: -2.5885 -2.3829 3.6183
H: -3.3953 -3.1745 2.3147
H: -5.7816 -3.1709 1.8364
H: -5.7002 -4.3186 3.1713
H: -8.0535 -3.5355 2.7830
H: -7.6020 -1.8897 2.8819
H: -7.3935 -3.9042 5.1589
H: -8.5258 -2.5612 5.0193
H: -7.0772 -0.2655 4.2579
H: -7.8250 -0.1661 5.8259
H: -6.1326 0.1644 5.7535
H: -7.5604 -2.1759 7.4540
H: -6.1884 -3.2096 7.4109
H: -5.9775 -1.5388 7.6112
H: -5.7013 -0.5257 2.7567
H: -4.2711 -1.2460 1.8533
H: -4.1015 -0.3440 3.4067
H: -3.6385 -2.4312 6.1684
C: 5.1385 0.2450 6.7730
C: 3.7413 0.1209 6.1113
C: 3.8541 -0.5866 4.8198
C: 2.5389 -0.9285 4.1786
C: 1.7773 -1.8514 5.0762
C: 1.5551 -1.2502 6.4855
N: 2.8502 -0.7580 6.9512
O: 2.7151 -0.1188 8.2214
C: 0.3976 -0.1563 6.2988
C: 1.0462 -2.3947 7.3442
C: 3.1678 1.5662 5.9028
H: 5.1137 0.6937 7.7661
H: 5.6650 0.9189 6.1018
H: 5.6185 -0.7380 6.7341
H: 4.4808 0.0652 4.1930
H: 4.4573 -1.4496 5.0325
H: 2.7968 -1.4205 3.2402
H: 2.0066 0.0103 3.9397
H: 2.3032 -2.7969 5.1564
H: 0.8539 -2.1508 4.6204
H: 0.4722 0.4539 5.4165
H: -0.5967 -0.6573 6.2881
H: 0.3407 0.5938 7.1115
H: 0.7339 -2.0722 8.3286
H: 0.2425 -2.9412 6.8365
H: 1.7213 -3.2270 7.4901
H: 3.9285 2.1296 5.3544
H: 3.0853 2.0144 6.8789
H: 2.2243 1.5620 5.3898
H: 3.3075 -0.6618 8.7498
C: 7.5700 -1.7524 -0.0093
C: 7.0586 -1.3398 1.3727
C: 7.7302 -2.1049 2.4958
C: 9.2345 -1.7493 2.5512
C: 9.4389 -0.2676 2.8283
C: 8.6978 0.6259 1.8376
N: 7.3183 0.1177 1.7481
O: 6.5794 0.8844 0.8373
C: 8.6901 2.0661 2.3963
C: 9.6024 0.6521 0.5493
C: 5.5259 -1.6340 1.4195
H: 7.2291 -1.0036 -0.6873
H: 8.6270 -1.7080 -0.1221
H: 7.2312 -2.7327 -0.3607
H: 7.1924 -1.7785 3.3898
H: 7.6299 -3.1471 2.3573
H: 9.8034 -2.3111 3.2991
H: 9.6795 -2.0752 1.5962
H: 10.5124 -0.0726 2.9552
H: 9.0147 -0.0753 3.8032
H: 9.6916 2.4503 2.5902
H: 8.1481 1.9280 3.3656
H: 8.0321 2.7480 1.8313
H: 10.4008 1.3429 0.7401
H: 9.0997 0.9543 -0.3701
H: 10.0750 -0.3053 0.3482
H: 4.9800 -1.0824 2.2105
H: 5.0740 -1.3965 0.4575
H: 5.4150 -2.7000 1.5931
H: 5.9890 1.2802 1.4868
C: 0.5710 8.7386 0.3348
C: 0.1227 8.1150 -0.9862
C: 1.2951 7.1928 -1.4259
C: 0.9236 6.2511 -2.5678
C: -0.3391 5.4653 -2.1895
C: -1.5946 6.2998 -1.8143
N: -1.0693 7.2715 -0.8141
O: -2.1384 8.0234 -0.1660
C: -2.2066 6.9145 -3.0767
C: -2.5655 5.3663 -1.0967
C: -0.0701 9.2094 -2.0266
H: 1.6320 9.0736 0.2206
H: 0.6027 7.9856 1.1032
H: -0.0352 9.5727 0.6385
H: 2.1537 7.8581 -1.6970
H: 1.6794 6.6925 -0.4952
H: 1.7710 5.5715 -2.7837
H: 0.6997 6.8491 -3.4537
H: -0.0969 4.8426 -1.3102
H: -0.6024 4.8449 -3.0670
H: -2.8077 6.1575 -3.6333
H: -3.0084 7.6245 -2.8016
H: -1.4580 7.4505 -3.6870
H: -2.1012 4.7460 -0.3118
H: -3.3689 6.0074 -0.6719
H: -2.9235 4.6362 -1.8056
H: -1.0755 9.6735 -2.0738
H: 0.1724 8.6960 -2.9624
H: 0.6827 10.0049 -1.8268
H: -2.1906 7.7172 0.7526
C: 2.0931 -0.2030 0.6499
C: 0.8853 -0.9769 0.0379
C: 0.0318 -1.5179 1.2775
C: -0.7460 -0.4652 2.0343
C: -1.6382 0.2485 0.9777
C: -0.9345 0.7904 -0.2099
N: -0.0465 -0.2168 -0.7944
O: 0.7581 0.3195 -1.8883
C: -2.0102 1.1510 -1.2959
C: -0.1109 2.0667 0.1690
C: 1.3496 -2.2311 -0.7360
H: 1.8865 0.4626 1.4934
H: 2.5274 0.3640 -0.1915
H: 2.8737 -0.9216 0.9646
H: -0.6385 -2.3273 0.8978
H: 0.8036 -2.0428 1.9013
H: -0.1212 0.3124 2.4461
H: -1.3639 -0.7642 2.8711
H: -2.1159 1.0527 1.5293
H: -2.4645 -0.4004 0.6133
H: -1.5273 1.7483 -2.0718
H: -2.4046 0.2627 -1.7797
H: -2.8594 1.7673 -0.9842
H: -0.6559 2.9465 0.4148
H: 0.5242 1.8776 1.0382
H: 0.6023 2.3266 -0.6313
H: 1.7417 -2.9761 -0.0502
H: 2.1257 -1.9818 -1.4295
H: 0.4856 -2.6297 -1.3110
H: 0.3633 -0.1369 -2.6266
C: 1.4384 3.3421 3.4430
C: 1.4983 4.5485 2.6247
C: 2.3044 4.2736 1.2882
C: 3.3534 3.2747 1.4683
N: 4.1389 2.4855 1.6461
H: 0.8825 2.5541 2.9024
H: 0.8527 3.5410 4.3757
H: 2.3988 2.9471 3.7351
H: 1.9844 5.3192 3.2462
H: 0.4825 4.9388 2.4019
H: 2.8183 5.1321 0.8424
H: 1.6959 3.7743 0.5670
C: -4.2484 2.5677 5.4228
C: -5.1516 3.0658 4.3090
C: -4.6120 2.8393 2.8942
C: -3.2363 3.5000 2.6681
N: -2.3057 4.1490 2.5689
H: -4.1941 1.4740 5.5285
H: -4.7080 2.9060 6.3621
H: -3.2814 3.0398 5.2183
H: -5.4273 4.1471 4.3878
H: -6.0683 2.4815 4.3356
H: -5.3055 3.1579 2.0919
H: -4.4211 1.7550 2.8207

Gap between HOMO and LUMO   8.48 eV
Highest occupied orbital energy   -8.07 eV
Multiplicity   1

=====

# 2
DFT (wB97M-V/def2-TZVPD) results for C3H4N2O in the gas phase.

Positions of all 10 atoms, in Å:
O: 2.3393 0.0497 0.1662
C: 1.1471 0.2071 0.3128
C: 0.2367 -0.9155 -0.1274
N: -0.9941 -0.1672 -0.3509
C: -0.7819 1.0887 0.1377
N: 0.4190 1.3803 0.5335
H: 1.0515 -1.1545 -0.8620
H: 0.0970 -1.7693 0.5380
H: -1.9224 -0.5381 -0.5007
H: -1.5923 1.8189 0.1529

Gap between HOMO and LUMO   10.25 eV
Relative energy (zero: lowest compared OMol25 entry of this formula, charge and spin)   125.53 kJ/mol
Highest occupied orbital energy   -9.65 eV
Multiplicity   1
SMILES   O=C1CNC=N1

=====

# 3
DFT (wB97M-V/def2-TZVPD) results for a gas-phase ion, CH3O2 (charge -1).

Positions of all 6 atoms, in Å:
O: -0.6730 1.0712 -0.2327
C: -0.5351 -0.1653 0.0428
O: 1.1160 -0.7493 0.0799
H: -0.9705 -0.8920 -0.6613
H: -0.7437 -0.4776 1.0810
H: 1.1915 0.0434 0.6145

Gap between HOMO and LUMO   8.07 eV
Relative energy (zero: lowest compared OMol25 entry of this formula, charge and spin)   41.61 kJ/mol
Highest occupied orbital energy   -3.01 eV
Total charge   -1
Multiplicity   1
SMILES   [O-]CO

=====

# 4
DFT (wB97M-V/def2-TZVPD) results for a molecular structure, C5H9NO2.

Positions of all 17 atoms, in Å:
C: 1.2231 -0.3830 1.0913
C: 0.8366 -0.0067 -0.3144
C: -0.9481 -0.9344 -0.6533
C: -1.8500 -1.1735 0.2947
O: -0.7594 -1.6103 -1.7874
O: 1.5171 -0.2397 -1.3258
H: 0.1287 -1.3231 -2.1202
H: 2.2571 -0.0853 1.2590
H: 0.5971 0.0511 1.8651
H: 1.1269 -1.4637 1.1885
H: -2.6010 -1.9412 0.1712
H: -1.8743 -0.5547 1.1783
C: 0.3419 1.6668 -0.3206
N: 0.0841 2.2776 0.7441
H: -0.0590 3.2812 0.6172
H: 0.5407 2.0837 -1.3152
H: -0.5615 0.3553 -0.5725

Gap between HOMO and LUMO   9.43 eV
Relative energy (zero: lowest compared OMol25 entry of this formula, charge and spin)   502.44 kJ/mol
Highest occupied orbital energy   -9.08 eV
Multiplicity   1

=====

> Which of these has the lowest highest occupied orbital energy?

C3H4N2O